Entry 1:
Below is a structure of composition C11H17BrCl2GeISn in a non-equilibrium geometry, with properties calculated with ωB97M-V with the def2-TZVPD basis set.

The geometry in XYZ format:
```
34
Properties=species:S:1:pos:R:3:forces:R:3
Sn 12.54769 8.64530 2.69669 -0.8 0.3 -0.2
Cl 13.80937 7.55628 4.95827 0.3 0.0 0.5
C 14.54745 9.07942 5.45128 0.4 1.6 0.6
Cl 14.53121 10.26496 4.10350 0.0 -0.1 -0.3
H 15.61032 9.05261 5.77005 -0.7 -0.8 -0.3
H 13.95257 9.59967 6.21717 0.1 -0.8 -0.2
Br 16.88298 5.57008 3.82060 -0.2 0.6 -0.1
C 18.68477 5.93415 4.26118 0.1 1.1 0.6
C 19.43570 4.81017 4.42326 0.3 -1.7 -0.9
C 20.78079 4.88899 4.74243 0.1 0.1 0.2
C 21.38661 6.11889 4.99262 1.4 -0.4 -0.3
C 20.63384 7.26365 4.86821 -0.9 0.8 -0.4
C 19.30240 7.17974 4.50092 -1.6 -0.4 -0.6
I 18.23159 8.96634 4.07317 0.3 -0.4 0.2
H 18.99454 3.83878 4.08677 0.5 0.9 0.8
H 21.30930 3.95344 4.76413 0.4 0.0 0.1
H 22.49628 6.21778 5.12420 -1.3 -0.3 0.2
H 20.97693 8.28702 4.92888 0.7 -0.2 0.3
C 10.43566 8.37242 6.92954 1.6 1.0 -1.0
Ge 9.93933 8.20468 4.96629 0.5 -1.5 0.4
C 8.00330 8.10031 4.71593 0.0 -0.9 -0.2
C 10.55992 6.26861 4.43236 2.2 2.4 -0.4
C 10.84928 9.50637 3.72904 0.4 0.1 1.5
H 10.49023 7.33146 7.33608 -0.3 1.2 0.0
H 9.83963 9.13285 7.46690 -0.2 -1.0 -0.1
H 11.47309 8.86583 6.98460 -1.1 -1.0 -0.1
H 7.62747 7.31561 5.39367 0.2 0.3 0.0
H 7.84622 7.66636 3.70960 -0.2 0.6 0.3
H 7.42413 9.00183 4.91222 0.1 0.0 -0.3
H 9.65726 5.75147 4.51933 -1.1 -1.4 0.4
H 11.44481 5.89875 5.01068 -1.2 0.1 -0.1
H 10.89101 6.19026 3.37107 -0.4 0.1 0.4
H 11.14050 10.28730 4.44567 0.5 0.0 -0.1
H 10.09648 10.03867 3.17430 -0.3 -0.1 -0.9
```
Forces are in eV/Å.

The calculation puts the HOMO energy at -11.391 eV. The energy above the lowest of the compared OMol25 structures with the same formula, charge and spin comes out at 43.8 kJ/mol. The electronic energy is -177209.6308 eV. Its charge is +1. The calculation puts the LUMO energy at -4.57 eV.

=====

Entry 2:
Below is a structure of composition C11H17Cl2N5O3OsS in a non-equilibrium geometry, with properties calculated with ωB97M-V with the def2-TZVPD basis set.

The geometry in XYZ format:
```
40
Properties=species:S:1:pos:R:3:forces:R:3
Os -1.16669 0.03343 -0.12744 -0.3 -1.4 0.7
N -2.51863 0.91051 -1.28706 -0.3 0.7 -0.1
N -3.12491 -0.03809 -2.15603 -0.1 0.0 -0.1
C -2.56166 -1.23142 -2.35046 0.1 0.0 0.1
N -3.06745 -2.05678 -3.22989 -0.1 0.0 -0.1
N -1.46882 -1.48434 -1.51393 0.2 0.1 -0.2
N -0.80413 -2.60405 -1.71463 0.1 0.2 0.1
O -0.94804 -3.39067 -2.59263 0.0 -0.2 -0.1
O 0.17914 -2.91155 -0.86235 -0.1 0.1 0.0
H -3.25331 1.40644 -0.77483 -0.1 -0.1 -0.1
H -1.99231 1.59196 -1.85684 -0.1 0.1 0.0
H -3.90831 0.26757 -2.71922 0.0 0.0 -0.1
H -3.88603 -1.80323 -3.76740 0.0 0.0 0.0
H -2.63102 -2.94435 -3.43049 0.0 0.0 0.0
Cl -1.53057 1.63249 1.54256 0.3 0.3 0.2
C -0.35064 2.95222 1.25813 -0.3 -0.2 0.2
C -0.36229 4.03083 2.11915 0.0 0.0 0.0
C 0.56784 5.02722 1.88108 0.1 0.1 0.0
C 1.46129 4.91788 0.82049 0.0 0.0 0.1
C 1.42272 3.81506 -0.01118 0.1 0.0 -0.2
Cl 2.53212 3.68147 -1.32760 0.0 0.0 0.1
C 0.49453 2.79164 0.19121 0.0 -0.1 -0.2
S 0.44527 1.38652 -0.89968 0.4 0.3 -0.4
H -1.06270 4.08999 2.94122 0.0 0.0 0.0
H 0.60011 5.89553 2.52394 0.0 0.0 0.0
H 2.19526 5.69051 0.63653 0.0 0.0 0.0
C 1.64797 -3.71019 1.43582 0.0 0.0 0.0
C 1.51720 -2.26521 1.01593 0.0 0.0 0.0
C 1.27909 -1.32579 2.18090 0.0 0.0 0.0
C 2.60597 -1.78791 0.08475 0.0 0.0 -0.1
O 0.15670 -2.09766 0.30705 0.1 0.2 0.4
H 2.51639 -3.79468 2.08944 0.0 0.0 0.0
H 1.81143 -4.37172 0.58514 0.0 0.0 0.0
H 0.77104 -4.04255 1.99100 0.0 0.0 0.0
H 2.24226 -1.12469 2.65034 0.0 0.0 0.0
H 0.60541 -1.75176 2.92253 0.0 0.0 0.0
H 0.89316 -0.35577 1.84829 0.1 0.0 0.0
H 3.56139 -1.92057 0.59243 0.0 0.0 0.0
H 2.48653 -0.73311 -0.16309 0.0 0.0 0.0
H 2.64472 -2.37519 -0.83319 0.0 0.0 0.0
```
Forces are in eV/Å.

The calculation puts the HOMO energy (alpha / beta) at -13.604 / -13.604 eV. The energy above the lowest of the compared OMol25 structures with the same formula, charge and spin comes out at 424.6 kJ/mol. The electronic energy is -63599.8089 eV. Its charge is +2. The calculation puts the LUMO energy (alpha / beta) at -8.67 / -8.67 eV.

=====

Entry 3:
Below is a structure of composition C11H17MnN3O3PS2 in a non-equilibrium geometry, with properties calculated with ωB97M-V with the def2-TZVPD basis set.

The geometry in XYZ format:
```
38
Properties=species:S:1:pos:R:3:forces:R:3
Mn -0.36977 -0.12001 -0.04383 -0.2 -0.2 0.6
C 0.34126 -4.82684 2.27498 0.1 0.1 0.1
S -1.18587 -3.91804 2.60914 0.0 -0.3 0.0
C -1.03608 -2.42355 1.80225 -0.1 0.2 -0.1
S 0.35104 -2.05984 0.73083 0.0 -0.2 0.0
N -2.01795 -1.59224 2.00882 0.2 0.1 -0.1
N -1.85469 -0.43892 1.31789 0.3 -0.3 0.1
C -2.74638 0.47325 1.34477 -0.3 0.4 0.0
C -2.40184 1.71952 0.63656 0.2 -0.4 0.1
C -3.12822 2.87795 0.73122 -0.2 0.2 0.1
C -2.63629 4.03412 0.12742 -0.1 0.1 0.0
C -1.43368 3.99367 -0.55562 0.0 0.0 0.0
C -0.76906 2.78463 -0.65156 -0.2 -0.1 0.0
N -1.24181 1.66887 -0.07545 0.0 0.6 -0.2
H 0.05925 -5.87543 2.22350 0.0 0.0 0.0
H 1.04154 -4.67504 3.09214 0.0 0.0 0.0
H 0.78949 -4.53946 1.32881 0.0 0.0 0.0
H -3.67305 0.33055 1.89263 0.0 0.1 0.0
H -4.05503 2.88699 1.29050 0.0 0.0 0.0
H -3.18991 4.96134 0.20168 0.0 0.0 0.0
H -1.01372 4.87653 -1.01629 0.0 0.0 0.0
H 0.15012 2.69990 -1.21604 0.0 0.0 0.0
C -3.17217 0.14286 -2.93881 0.0 0.0 0.0
O -1.76783 -0.17080 -3.15482 -0.2 0.3 0.1
P -0.93029 -1.04340 -2.15751 0.7 -0.3 -0.7
O -1.68706 -2.37662 -1.92736 -0.1 -0.2 0.0
C -2.07228 -3.26977 -3.03054 0.0 -0.1 0.0
O 0.37787 -1.35404 -2.97127 -0.2 -0.1 0.1
C 1.59827 -0.60507 -2.85367 0.1 0.1 -0.1
H -3.65585 0.08938 -3.90787 0.0 0.0 0.0
H -3.24928 1.15460 -2.54783 0.0 0.0 0.0
H -3.63616 -0.57160 -2.26039 0.0 0.0 0.0
H -2.90838 -3.85147 -2.66194 0.0 0.0 0.0
H -1.22534 -3.90941 -3.25784 0.0 0.0 0.0
H -2.36131 -2.69299 -3.90581 0.0 0.0 0.0
H 2.41828 -1.29011 -3.03528 0.0 -0.1 -0.1
H 1.71918 -0.19513 -1.84413 -0.1 0.0 0.1
H 1.61021 0.20479 -3.57894 0.0 0.0 0.0
```
Forces are in eV/Å.

The calculation puts the HOMO energy (alpha / beta) at -14.782 / -14.785 eV. As for the multiplicity: 5. The electronic energy is -84560.3014 eV. Its charge is +2. The calculation puts the LUMO energy (alpha / beta) at -9.19 / -8.12 eV.

=====

Entry 4:
Below is the ion C11H17N2 with charge +1 in a non-equilibrium geometry, with properties calculated with ωB97M-V with the def2-TZVPD basis set.

The geometry in XYZ format:
```
30
Properties=species:S:1:pos:R:3:forces:R:3
C -0.66078 -2.28745 0.08692 0.9 -1.3 0.3
C 0.59983 -2.97625 0.05450 -1.5 1.1 0.1
C 0.48491 -0.23053 -0.23464 -2.6 -5.1 0.9
C -0.78056 -0.92588 -0.14200 3.3 -0.6 -0.1
C 1.75937 -2.29240 0.00826 3.1 2.3 0.2
C 1.66990 -0.88120 -0.03257 0.2 2.3 -1.1
C -3.51030 1.56845 0.56168 2.5 3.7 1.0
C 1.98886 1.44876 1.62276 -2.6 -0.5 1.7
C 3.78552 0.07222 -1.21789 -1.2 -2.7 1.2
C -2.05747 -0.24895 -0.25578 -0.6 0.3 3.2
C -2.05883 1.25550 0.09039 0.1 0.1 2.3
N 2.82320 1.23474 0.69090 0.2 -0.2 -1.2
N 2.72016 0.23446 -0.23112 0.8 -2.2 0.2
H -1.49754 -2.92432 0.37894 -0.2 0.4 -0.5
H 0.70518 -4.02709 0.07610 -0.5 -1.0 0.2
H 0.50566 0.74134 -0.41892 -0.1 4.2 -0.8
H -4.09799 0.74068 0.58806 -1.8 -2.2 0.0
H -3.56351 2.11672 1.55316 0.3 -1.0 -0.9
H -3.87960 2.31961 -0.08696 -1.0 0.5 -0.9
H 1.94154 2.43895 2.02389 0.6 0.3 0.5
H 1.12355 0.75583 1.96883 2.0 1.0 -1.1
H 2.79280 -2.69832 0.03563 -1.1 -0.2 0.0
H 3.39406 -0.36227 -2.10816 -0.8 -0.3 -0.5
H 4.15853 0.95204 -1.50283 1.4 3.8 -0.9
H 4.61008 -0.55631 -0.95603 0.5 -0.5 0.8
H -2.46136 -0.28228 -1.20342 -0.8 -0.5 -2.3
H -2.77911 -0.85555 0.39954 0.8 1.1 -0.8
H -1.35543 1.61866 0.94739 -0.8 -1.2 -1.3
H -1.73016 1.82896 -0.77634 -0.3 0.1 -0.1
H 3.53218 2.00095 0.51778 -0.9 -1.3 -0.2
```
Forces are in eV/Å.

The calculation puts the HOMO energy at -12.539 eV. The SMILES is C=[NH+]N(C)c1cccc(CCC)c1. The energy above the lowest of the compared OMol25 structures with the same formula, charge and spin comes out at 441.1 kJ/mol. The electronic energy is -14652.5870 eV. Its charge is +1. The calculation puts the LUMO energy at -4.08 eV.

=====

Entry 5:
Below is a cluster of 2 separate species, C11H17N2 in total in a non-equilibrium geometry, with properties calculated with ωB97M-V with the def2-TZVPD basis set.

The geometry in XYZ format:
```
30
Properties=species:S:1:pos:R:3:forces:R:3
C -3.87092 0.46450 -1.09339 -0.2 -2.2 1.1
C -0.09817 0.28727 -1.08995 -2.1 -1.0 -0.5
C -1.37313 0.88336 -0.66428 4.1 1.0 0.4
C -2.42856 0.01429 -0.97351 -1.5 0.0 -0.5
C -1.86919 -1.16750 -1.28453 0.3 0.0 -0.9
C 1.07157 2.12791 -0.25688 1.3 0.2 -0.9
C 1.12955 0.93044 -1.02317 -1.0 1.2 2.0
C -0.06627 2.75774 0.22202 0.9 -1.5 -0.2
C -1.25731 2.05032 0.07067 -1.7 2.4 1.3
N -0.45838 -1.06560 -1.47873 0.7 0.9 0.5
H 2.02409 2.58815 -0.01014 0.0 0.1 -0.3
H 2.13336 0.61368 -1.27312 -0.4 -0.5 -0.4
H 0.10087 3.69308 0.76497 -0.7 -0.5 -0.1
H -2.07897 2.53625 0.66604 0.2 -0.9 -1.2
H -0.24716 -1.28613 -2.45064 0.3 -0.3 0.2
H -2.27969 -2.14395 -1.46985 -0.5 0.1 -0.3
H -4.16629 1.26400 -1.75164 0.8 0.5 -0.3
H -4.24380 0.66910 -0.09434 -0.3 0.2 0.1
H -4.40816 -0.41528 -1.47125 -0.2 0.2 0.2
C 2.56581 -1.42188 0.99973 -0.6 -1.3 1.0
C 2.35892 -0.36256 2.03929 1.3 -0.5 1.2
N 1.23873 -2.27810 0.91328 1.5 1.4 -1.7
H 2.82882 -0.89346 0.07817 -0.6 -0.9 -0.3
H 3.24069 -2.25775 1.23291 0.5 0.9 0.0
H 2.30914 -0.76979 3.08358 -0.6 0.4 -0.9
H 1.56680 0.30314 1.71675 -0.3 0.1 0.4
H 1.39879 -2.87630 0.09618 -0.7 0.1 0.1
H 1.09164 -2.86870 1.72532 -0.1 0.3 0.3
H 0.50073 -1.59018 0.71435 -0.4 -0.7 -0.1
H 3.28651 0.21396 2.06215 -0.1 0.2 -0.1
```
Forces are in eV/Å.

The calculation puts the HOMO energy at -11.228 eV. The energy above the lowest of the compared OMol25 structures with the same formula, charge and spin comes out at 160.1 kJ/mol. The electronic energy is -14655.4993 eV. Its charge is +1. The calculation puts the LUMO energy at -3.14 eV.

=====

Entry 6:
Below is a structure of composition C11H17N3O5Pt in a non-equilibrium geometry, with properties calculated with ωB97M-V with the def2-TZVPD basis set.

The geometry in XYZ format:
```
37
Properties=species:S:1:pos:R:3:forces:R:3
Pt -0.11691 0.58361 -0.49068 0.0 -0.4 1.4
O -0.02384 3.02783 -1.05099 0.0 0.3 -0.4
C 0.64418 3.68799 0.00447 0.0 -0.1 0.1
C 0.07648 3.22285 1.33419 0.0 0.1 0.2
N 0.08888 1.76106 1.44062 -0.1 -0.1 -1.0
C -1.14683 1.22141 2.03525 0.0 0.0 0.3
C -2.34255 1.24276 1.06010 0.0 0.3 0.0
O -3.44763 1.48957 1.48749 0.0 -0.1 0.0
O -2.07430 0.99720 -0.19810 0.0 -0.2 -0.1
C 1.37187 1.19824 1.88022 0.1 0.0 0.1
C 2.37207 0.78740 0.77297 -0.1 0.0 0.0
O 3.54633 0.75613 1.05274 0.1 0.0 -0.1
O 1.88432 0.42015 -0.39283 0.1 0.0 0.0
H -0.97399 3.19551 -0.99874 0.0 0.0 0.0
H 1.69541 3.41441 -0.09528 0.0 0.0 0.0
H 0.55813 4.77247 -0.09214 0.0 0.0 0.1
H 0.63056 3.67978 2.16229 0.0 0.0 0.0
H -0.96099 3.55827 1.41199 0.0 0.0 0.0
H -0.98112 0.17441 2.28870 0.1 0.0 0.1
H -1.43900 1.75786 2.94232 0.0 0.0 0.0
H 1.90179 1.87780 2.55177 0.0 0.0 0.0
H 1.17337 0.27996 2.43641 0.0 0.0 0.0
C 1.93071 -4.22729 -1.67856 0.0 0.0 0.0
C 0.78726 -3.28924 -1.50482 0.0 0.0 0.0
C -0.57466 -3.49025 -1.54096 0.0 0.0 0.0
C -1.16705 -2.23278 -1.31935 -0.1 0.0 -0.1
N -0.20823 -1.33024 -1.16396 0.0 0.2 -0.3
N 0.96908 -1.97710 -1.28146 0.0 0.0 0.0
C -2.61328 -1.88365 -1.27358 0.0 0.0 0.0
H 1.55927 -5.23479 -1.84910 0.0 0.0 0.0
H 2.56580 -4.24167 -0.79211 0.0 0.0 0.0
H 2.54687 -3.94011 -2.53109 0.0 0.0 0.0
H -1.08557 -4.42033 -1.72089 0.0 0.0 0.0
H 1.81212 -1.43629 -1.11849 0.0 0.0 0.0
H -3.14717 -2.41524 -2.06032 0.0 0.0 0.0
H -2.76085 -0.81309 -1.39094 0.0 0.0 0.0
H -3.05056 -2.17462 -0.31713 0.0 0.0 0.0
```
Forces are in eV/Å.

The calculation puts the HOMO energy at -8.288 eV. The energy above the lowest of the compared OMol25 structures with the same formula, charge and spin comes out at 0.0 kJ/mol. The electronic energy is -29637.5376 eV. Its charge is 0. The calculation puts the LUMO energy at 0.45 eV.

=====

Entry 7:
Below is the ion C11H17N4 with charge +1 in a non-equilibrium geometry, with properties calculated with ωB97M-V with the def2-TZVPD basis set.

The geometry in XYZ format:
```
32
Properties=species:S:1:pos:R:3:forces:R:3
C -1.75748 -0.19100 -4.35999 -1.2 0.0 0.2
C -1.69199 -1.41921 -3.64738 -0.7 0.0 -3.0
C -1.55471 0.91664 -3.57182 0.5 -0.7 0.3
C -1.19455 -1.48236 -2.38244 -0.5 1.4 1.2
C -1.12030 0.95502 -2.26493 -0.8 -4.0 -1.2
C -0.95423 -0.30065 -1.62434 0.4 0.8 -1.6
C -0.27745 -0.35214 -0.38636 1.3 0.1 3.0
C 2.23557 0.84438 0.71259 -1.8 -1.0 -1.2
C 1.55330 0.24983 1.91391 0.4 0.1 0.8
C 1.81018 1.30336 2.99397 0.9 0.0 1.8
C -2.08222 0.18235 1.13271 0.8 -1.9 0.7
N -0.70222 -0.24013 0.82976 1.6 0.4 -1.5
N 0.13063 -0.07282 1.93988 -0.2 -0.1 0.6
N -0.25392 -0.94701 2.98010 -1.6 1.4 -1.0
N 3.21794 -0.20500 0.17381 2.7 2.2 2.5
H -2.21591 0.05027 -5.39430 1.0 -1.2 1.8
H -2.11352 -2.27548 -4.20678 0.7 0.1 0.8
H -1.84989 1.81535 -3.95128 -0.4 2.5 -1.3
H -1.18402 -2.37070 -1.81471 0.2 -1.2 0.2
H -1.15968 1.87592 -1.84990 0.5 2.5 1.9
H 2.13742 -0.60693 2.31084 -0.3 -0.4 -0.5
H 1.04937 1.98176 3.39613 -0.3 -0.5 -0.7
H 2.60553 1.89938 2.63751 0.8 1.3 -0.6
H 2.33540 0.87202 3.86089 -0.6 -0.3 0.0
H -2.14861 1.16638 0.82701 -0.7 1.9 -0.8
H -2.56137 -0.58292 0.61544 -2.0 -0.4 -1.4
H -2.41362 0.05838 2.14719 0.6 0.0 0.6
H -0.74794 -0.37946 3.65184 0.3 -0.3 0.6
H 0.47326 -1.48008 3.37230 1.1 -0.6 0.3
H 3.55677 -0.93492 0.83521 0.0 0.5 -0.3
H 3.99836 0.31338 -0.28825 -0.2 -0.3 1.1
H 2.87990 -0.64361 -0.58864 -2.3 -2.2 -3.2
```
Forces are in eV/Å.

The calculation puts the HOMO energy (alpha / beta) at -11.382 / -10.743 eV. The energy above the lowest of the compared OMol25 structures with the same formula, charge and spin comes out at 1086.6 kJ/mol. The electronic energy is -17626.9797 eV. Its charge is +1. The calculation puts the LUMO energy (alpha / beta) at -3.77 / -5.24 eV.

=====

> Which of these has the highest electronic energy?

number 4

=====

> Which value of charge does entry 3 give?

+2

=====

> What is the formula in the fifth record?

C11H17N2